Entry from the OMol25 dataset: C25H20N4OS3Y as an isolated structure (ωB97M-V/def2-TZVPD).

The geometry in XYZ format:
```
54
Properties=species:S:1:pos:R:3
Y 0.21602 -0.32497 -0.17127
S -1.75352 1.34545 -0.17835
C -1.13502 2.55747 0.96473
C -1.82031 3.77286 1.00585
C -1.44710 4.79235 1.86524
C -2.19976 6.02175 1.87645
N -2.82069 6.98833 1.87653
C -0.34642 4.60947 2.70853
C 0.34019 3.40837 2.67437
C -0.04043 2.37139 1.82448
S 0.92454 0.88004 1.93522
C 0.08337 5.64908 3.60931
N 0.43214 6.47889 4.32302
H -2.66652 3.91983 0.34795
H 1.19211 3.26836 3.32654
O -0.79456 -1.93574 0.91974
S -1.56237 -1.60577 2.23904
C -1.73853 -3.18497 3.02685
C -1.66478 -3.20213 4.41016
C -1.82837 -4.41263 5.07070
C -2.03678 -5.57447 4.34357
C -2.08752 -5.54134 2.95205
C -1.94108 -4.34033 2.28089
C -3.23837 -1.30451 1.73577
C -4.00301 -0.51697 2.57940
C -5.32016 -0.25420 2.23010
C -5.83746 -0.75943 1.04589
C -5.04673 -1.53477 0.20456
C -3.73402 -1.81603 0.54742
H -1.48587 -2.28901 4.96640
H -1.78140 -4.44613 6.15076
H -2.15535 -6.51682 4.86116
H -2.24773 -6.45304 2.39184
H -1.98188 -4.29939 1.20053
H -3.57816 -0.10307 3.48765
H -5.93333 0.36091 2.87539
H -6.86055 -0.53956 0.76934
H -5.45402 -1.92067 -0.72078
H -3.10781 -2.41194 -0.10267
C 5.69669 -1.28976 -2.40467
C 4.51716 -1.49072 -1.51521
C 4.29670 -2.37819 -0.48158
C 3.02494 -2.08738 0.01710
N 2.47559 -1.07664 -0.67556
N 3.40927 -0.73951 -1.60177
C 2.32851 -2.74620 1.16656
H 6.40946 -2.09708 -2.25841
H 6.19948 -0.34835 -2.17847
H 5.40382 -1.27632 -3.45497
H 4.97571 -3.13485 -0.12470
H 3.26648 0.04945 -2.20990
H 3.04371 -3.34384 1.72728
H 1.52830 -3.40865 0.83619
H 1.90756 -2.01227 1.85488
```

As for the total charge: +1. The value obtained for the HOMO-LUMO gap is 0.2604 Ha. The calculation puts the HOMO energy at -10.68 eV. The relative energy (zero: lowest compared OMol25 entry of this formula, charge and spin) comes out at 0.000 eV.

Results of the Löwdin charge analysis, in e, for atoms 1 through 2: number 1, Y, carries 1.105; number 2, S, carries 0.540

Entry from the OMol25 dataset: C25H20N5O4S3Tc as an isolated structure (ωB97M-V/def2-TZVPD).

The geometry in XYZ format:
```
58
Properties=species:S:1:pos:R:3
Tc 0.17274 0.15040 -0.80909
C 0.83097 -1.05938 3.36938
C 1.04952 -0.57436 1.96290
N 0.04446 -0.47787 1.13128
N -1.21479 -0.82667 1.67526
C -2.20424 -0.69401 0.86442
S -2.14262 -0.13094 -0.80084
S -3.84276 -0.98257 1.38430
C -3.63658 -1.91671 2.93067
C -3.66560 -3.40522 2.73902
C -4.88580 -4.07325 2.73549
C -4.94064 -5.44484 2.54312
C -3.77019 -6.16537 2.35012
C -2.54912 -5.50745 2.35327
C -2.49834 -4.13420 2.54520
C 2.42419 -0.19742 1.59753
C 3.36462 -0.01556 2.63332
C 4.68182 0.27805 2.37142
C 5.11423 0.37360 1.04784
C 4.22506 0.21001 0.00912
C 2.88606 -0.05320 0.28103
O 2.05755 -0.17294 -0.77117
H -0.10907 -1.57871 3.47302
H 0.81476 -0.20608 4.05188
H 1.65274 -1.70711 3.66394
H -4.49023 -1.59049 3.52637
H -2.72995 -1.56442 3.41637
H -5.80173 -3.51539 2.89129
H -5.89590 -5.95168 2.54932
H -3.81018 -7.23566 2.20141
H -1.63373 -6.06619 2.21042
H -1.54443 -3.62524 2.54680
H 3.04989 -0.09769 3.66167
H 5.37567 0.42027 3.18668
H 6.15390 0.58100 0.83166
H 4.53482 0.27854 -1.02369
O -1.89709 7.40576 3.55614
S -1.21464 8.59399 3.16973
O -1.94933 9.76305 2.82339
O 0.17612 8.74898 3.60617
C -0.31802 8.07983 1.34613
N 0.02373 9.07648 0.60099
C 0.46406 8.70064 -0.60396
C 0.55221 7.35784 -0.96111
C 0.16899 6.41910 -0.02033
N -0.27238 6.80527 1.18434
C 0.19571 4.93709 -0.23019
C 0.77820 4.34657 -1.34393
C 0.75992 2.97148 -1.45742
N 0.18398 2.18887 -0.52875
C -0.38239 2.75557 0.54748
C -0.38687 4.12100 0.72837
H 0.75348 9.48821 -1.28788
H 0.91408 7.08691 -1.94067
H 1.25966 4.92147 -2.12081
H 1.22242 2.47786 -2.30238
H -0.84346 2.08446 1.25905
H -0.84916 4.55008 1.60613
```

As for the total charge: +1. As for the spin multiplicity: 4. The value obtained for the HOMO-LUMO gap (spin up / spin down) is 0.2507 / 0.2020 Ha. The calculation puts the HOMO energy (spin up / spin down) at -11.08 / -11.11 eV.

Results of the Löwdin charge analysis, in e, for atoms 1 through 2: number 1, Tc, carries 1.237; number 2, C, carries -0.005

Entry from the OMol25 dataset: C25H21BCl4OSn as an isolated structure (ωB97M-V/def2-TZVPD).

The geometry in XYZ format:
```
53
Properties=species:S:1:pos:R:3
Cl 2.42312 -0.85809 3.23986
B 1.63527 0.84604 3.24297
Cl 2.45526 1.96111 4.53770
Cl 2.00126 1.62093 1.47493
O 0.20905 0.79317 3.45618
C -0.51128 1.99811 3.56760
C -2.02377 1.74436 3.58026
C -2.89564 2.83470 3.59456
C -4.28687 2.65160 3.67239
C -4.77871 1.32590 3.72046
Cl -6.47154 1.05795 3.83973
C -3.90966 0.22075 3.63343
C -2.53071 0.44521 3.55381
H -0.23675 2.50446 4.51975
H -2.47264 3.84135 3.54813
H -4.97676 3.50152 3.75746
H -4.28632 -0.80772 3.68471
H -1.83353 -0.38396 3.48945
H -0.31166 2.72254 2.76582
Sn 0.78329 -0.31484 -1.05276
C -0.39854 0.58907 -2.76435
C -1.32776 -0.09950 -3.54288
C -2.12278 0.61096 -4.46351
C -1.95254 1.99484 -4.63086
C -0.98385 2.65782 -3.87545
C -0.19833 1.94658 -2.94749
C 2.96365 -0.15857 -1.48253
C 3.51345 0.44235 -2.60786
C 4.89275 0.70712 -2.63771
C 5.72947 0.28242 -1.59389
C 5.15940 -0.39222 -0.50787
C 3.77392 -0.61124 -0.45090
C 0.15381 -2.46859 -0.85435
C 1.04311 -3.53843 -0.92177
C 0.59216 -4.83464 -0.60982
C -0.75498 -5.05831 -0.27919
C -1.64376 -3.97959 -0.26598
C -1.18601 -2.68227 -0.56610
H -1.45235 -1.18371 -3.46152
H -2.86259 0.07230 -5.06537
H -2.52764 2.52685 -5.39406
H -0.82012 3.72473 -4.02078
H 0.56640 2.48933 -2.38769
H 2.89754 0.70028 -3.47113
H 5.32278 1.20559 -3.50844
H 6.81835 0.41453 -1.66121
H 5.79380 -0.77964 0.29008
H 3.36402 -1.12772 0.42075
H 2.08704 -3.39090 -1.21171
H 1.29705 -5.67305 -0.64695
H -1.10902 -6.07818 -0.09726
H -2.69809 -4.14859 -0.04329
H -1.91175 -1.86471 -0.56536
```

The value obtained for the HOMO-LUMO gap is 0.1938 Ha. The calculation puts the HOMO energy at -8.45 eV.

Results of the Löwdin charge analysis, in e, for atoms 1 through 2: number 1, Cl, carries 0.463; number 2, B, carries -1.787

Entry from the OMol25 dataset: C25H21BrMnN10O3 as an isolated structure (ωB97M-V/def2-TZVPD).

The geometry in XYZ format:
```
61
Properties=species:S:1:pos:R:3
Mn -0.14672 -0.01818 -0.06473
C 2.20355 -3.66939 -0.53713
C 1.59002 -2.31434 -0.47682
N 0.62622 -1.96792 0.29746
O 0.11878 -2.97406 1.08121
C 2.02618 -1.19540 -1.37512
C 3.10396 -1.23937 -2.39662
N 1.29055 -0.19615 -1.10988
O 0.90932 0.98212 -1.47950
H 1.49828 -4.43215 -0.22325
H 3.06526 -3.71210 0.13531
H 2.55696 -3.88747 -1.54363
H -0.43292 -2.51132 1.72885
H 3.98834 -1.73387 -1.99293
H 3.37251 -0.23220 -2.70997
H 2.78072 -1.80027 -3.27674
Br -6.69446 2.33798 -7.02125
C -6.50381 0.85857 -5.91232
C -6.35347 1.05505 -4.53629
C -6.21151 -0.03681 -3.71019
C -6.22432 -1.31925 -4.27288
C -6.43026 -1.51396 -5.63871
C -6.54384 -0.41731 -6.46708
N -6.13000 -2.48649 -3.49863
N -5.71749 -2.61083 -2.37476
C -4.67759 -2.09784 -1.64978
C -4.88175 -2.05893 -0.26172
C -3.97051 -1.48859 0.60288
C -2.77121 -0.99642 0.09245
O -1.84817 -0.44457 0.80097
C -2.50039 -1.13454 -1.31949
N -1.27095 -0.69742 -1.68904
C -0.91231 -0.80632 -2.95067
C -1.74350 -1.40992 -3.90705
C -2.98132 -1.86451 -3.54188
C -3.41204 -1.68945 -2.21054
H -6.36688 2.05697 -4.13050
H -6.12948 0.09520 -2.63836
H -6.49090 -2.52178 -6.03088
H -6.68626 -0.54307 -7.53140
H -5.81597 -2.45764 0.11572
H -4.17276 -1.42497 1.66374
H 0.05064 -0.39415 -3.22430
H -1.38843 -1.51785 -4.92326
H -3.60691 -2.36092 -4.26972
N -0.05221 1.44393 3.89154
C -0.61410 0.92184 2.81640
N 0.29998 0.81852 1.85977
C 1.44546 1.30221 2.45449
N 1.25884 1.69620 3.68648
C 2.78249 1.39344 1.83008
C 3.84284 1.96549 2.52373
N 5.04459 2.09165 1.97153
C 5.17483 1.63351 0.72641
C 4.12386 1.03090 0.05473
N 2.91773 0.90553 0.60305
H -0.47867 1.66636 4.77781
H -1.65030 0.65379 2.74113
H 3.71862 2.31617 3.54045
H 6.14417 1.75147 0.25627
H 4.25779 0.64092 -0.94769
```

As for the total charge: +2. As for the spin multiplicity: 4. The value obtained for the HOMO-LUMO gap (spin up / spin down) is 0.2372 / 0.2350 Ha. The calculation puts the HOMO energy (spin up / spin down) at -13.43 / -14.17 eV. The relative energy (zero: lowest compared OMol25 entry of this formula, charge and spin) comes out at 0.137 eV.

Results of the Löwdin charge analysis, in e, for atoms 1 through 2: number 1, Mn, carries 0.879; number 2, C, carries 0.028